57
Properties=species:S:1:pos:R:3:forces:R:3:lowdin_charge:R:1 method="wB97M-V/def2-TZVPD" multiplicity=3 fmax_ha_per_bohr=0.020 total_energy_ha=-1760.15490 lumo_ev="-0.6 / -1.0" orbital_gap_ev="5.214 / 7.405" homo_ev="-5.80 / -8.44" charge=0
I 2.60437 -3.59758 0.06369 0.107 -0.197 0.012 1.09
Mo 0.53097 -1.05465 0.02122 -0.983 0.278 -0.094 1.64
O -0.41621 -2.47110 3.71101 -0.054 -0.062 -0.119 0.09
O 0.31940 -1.83558 -1.80645 -0.043 -0.127 -0.040 -0.28
O 0.64158 -1.54618 1.95847 -0.063 -0.376 -0.009 -0.29
O -1.02580 -2.97132 -3.20372 -0.066 -0.013 0.176 0.10
N -0.02397 0.58126 -0.03973 0.281 -0.328 -0.068 -0.14
N -1.01147 -2.31038 0.25055 0.486 0.128 -0.057 -0.07
N 2.66372 -0.68180 -0.24648 0.564 0.002 -0.013 -0.12
C -0.70403 1.79183 -0.03044 0.063 -0.242 -0.042 -0.22
C -1.75844 0.40252 -2.71553 -0.036 -0.116 0.219 -0.05
C 4.86073 -1.61924 -0.35783 -0.097 0.147 -0.011 -0.11
C 4.53846 0.75022 -0.60004 -0.075 -0.272 0.040 -0.03
C -1.50381 0.73844 2.92571 -0.028 -0.084 -0.093 -0.04
C -0.91118 2.44278 1.19571 -0.208 0.172 0.106 -0.14
C -1.28691 -2.78531 1.50301 -0.245 -0.215 0.096 -0.20
C -1.57821 3.66247 1.17831 0.001 -0.068 -0.057 -0.04
C 0.92631 1.43425 2.67930 0.166 -0.203 -0.079 -0.07
C -2.89301 -4.29706 0.56107 0.105 0.080 0.006 -0.05
C 5.38752 -0.35159 -0.55426 -0.183 0.027 0.002 -0.04
C -2.03722 4.22120 -0.00142 0.028 -0.057 -0.021 -0.07
C -1.82140 3.55769 -1.19793 0.104 0.007 0.048 -0.04
C 0.51555 1.51587 -3.00959 0.053 -0.063 0.103 -0.06
C -0.34283 -2.26392 2.52393 0.091 0.099 0.185 -0.57
C -0.75237 -2.59887 -2.08878 0.218 0.029 -0.208 -0.58
C -0.53437 1.85700 2.54147 0.053 0.195 0.030 -0.36
C -1.14590 2.34393 -1.24577 0.004 0.250 -0.092 -0.14
C -2.24762 -3.75287 1.67948 0.100 0.117 -0.060 0.01
C 3.18256 0.55009 -0.44136 0.081 -0.336 0.069 -0.10
C -0.94570 1.69320 -2.60109 -0.171 0.060 0.003 -0.36
C -2.45856 -3.92748 -0.71898 0.042 0.095 0.013 0.01
C 3.48782 -1.73999 -0.21066 0.073 0.439 -0.080 -0.74
C -1.49818 -2.95576 -0.85371 -0.198 -0.141 -0.033 -0.20
H -0.68053 2.67664 3.25521 -0.021 -0.082 -0.041 0.12
H 1.59055 2.17603 2.23684 0.070 0.110 -0.042 0.08
H -2.49467 1.14527 3.12112 -0.084 0.001 -0.014 0.09
H 1.17520 1.35369 3.73700 0.029 -0.031 0.069 0.09
H 5.48727 -2.49735 -0.32016 0.018 0.006 -0.003 0.10
H -2.82919 -4.41156 -1.60978 -0.027 -0.036 -0.069 0.12
H -1.59800 0.01286 2.11384 -0.022 0.040 0.042 0.06
H 1.05857 2.45441 -2.89840 0.070 0.059 0.025 0.08
H -1.51389 -0.13808 -3.62781 0.013 -0.064 -0.052 0.09
H 4.91227 1.74893 -0.75434 0.062 0.073 -0.013 0.11
H 2.46822 1.36086 -0.46117 -0.025 -0.011 0.010 0.11
H -1.36674 2.40758 -3.31926 0.010 -0.103 0.043 0.12
H -2.82463 0.62525 -2.71881 -0.068 0.028 -0.009 0.09
H 1.12452 0.45691 2.23094 -0.004 0.483 0.279 0.02
H -1.56745 -0.26319 -1.86576 -0.083 0.245 -0.270 0.05
H 6.45326 -0.22596 -0.67452 0.072 0.009 -0.003 0.12
H -2.45017 -4.09859 2.68163 -0.020 -0.029 0.080 0.12
H -2.16751 3.99102 -2.12657 -0.051 0.039 -0.045 0.11
H -3.65128 -5.05382 0.68271 -0.055 -0.047 0.009 0.10
H -1.16545 0.20162 3.81094 0.030 0.009 0.059 0.08
H -1.75042 4.16787 2.11783 -0.018 0.071 0.087 0.11
H -2.56061 5.16684 0.01125 -0.023 0.045 -0.004 0.10
H 1.02247 0.74092 -2.43648 -0.040 -0.008 0.031 0.04
H 0.56645 1.21981 -4.05543 0.000 -0.031 -0.102 0.08



48
Properties=species:S:1:pos:R:3:forces:R:3:lowdin_charge:R:1 method="wB97M-V/def2-TZVPD" fmax_ha_per_bohr=0.342 total_energy_ha=-1871.94844 lumo_ev=0.5 orbital_gap_ev=8.393 homo_ev=-7.86 de_lowest_ev=13.9984 charge=0 smiles="CN(C)S(=O)(=O)c1ccc(Cl)c(NC(=O)CN2CCCCCC2)c1"
Cl 3.82354 0.29481 -0.74638 2.912 -1.452 -1.131 0.81
S -1.48739 3.27893 1.05752 6.899 -0.934 -5.257 0.73
O -1.37377 4.44198 0.13160 -1.776 -1.879 2.381 -0.32
O -0.08994 -1.61502 1.68547 -5.417 0.027 3.399 0.13
O -1.35441 3.30486 2.45620 -1.435 1.042 2.358 -0.27
N -2.49821 2.10897 0.62634 -1.154 -1.952 4.720 -0.43
N 0.47389 -3.80595 -0.36416 0.260 -2.935 6.758 -0.13
N 1.70065 -0.98293 0.49748 -2.597 -3.966 2.049 0.10
C 0.93281 2.96791 -0.14853 12.351 8.609 -9.064 -0.17
C -3.67973 1.93024 1.49233 3.165 7.843 0.836 -0.02
C 0.25367 2.29594 0.55023 -10.298 -6.683 8.177 -0.23
C -1.22563 -2.68690 -2.71217 1.421 6.752 -6.972 -0.26
C 0.87466 -2.03162 1.22826 4.649 3.309 -4.316 -0.41
C 2.43304 1.05573 -0.37135 -0.514 6.203 -0.647 -0.71
C 0.47545 0.90862 0.95359 -4.640 4.871 0.235 0.04
C 1.45378 0.35077 0.29333 1.511 -3.600 1.308 -0.35
C 0.01643 -2.07036 -2.08475 -0.257 -1.259 4.362 -0.18
C -0.97019 -4.19086 -0.10392 4.313 -3.774 -1.659 -0.07
C -1.79568 -4.53088 -1.56456 7.151 -6.762 7.463 -0.19
C 1.32590 -3.41828 0.92350 -5.181 -0.433 -0.901 0.01
C -2.29682 -3.37243 -1.99248 -2.958 3.833 -4.487 -0.33
C 2.32148 2.47979 -0.54787 -0.353 -2.272 -1.096 0.01
C 0.89358 -3.27839 -1.45966 -4.659 1.016 -9.711 -0.32
C -2.72204 1.73507 -0.63466 2.433 4.696 -9.938 -0.18
H 0.89304 -3.89561 -2.52777 0.476 0.055 2.537 0.15
H -2.48412 -5.10001 -0.99947 -1.070 -1.781 -0.561 0.09
H -0.37712 0.53258 1.52450 1.037 -0.553 -0.168 0.12
H 2.34375 -3.51427 0.97578 2.656 -0.518 -1.060 0.10
H -1.66192 1.88274 -1.32080 -2.367 -1.037 2.085 0.15
H -4.29683 2.79282 1.15635 -0.703 -0.863 0.584 0.11
H -0.76766 -5.04039 0.66700 -1.136 0.472 -1.749 0.14
H -4.07755 1.06887 1.34447 -2.509 -5.537 -0.662 0.03
H 2.47928 -1.49783 0.32251 3.285 -0.097 -1.488 0.03
H -0.23923 -1.51593 -1.13624 -0.341 -0.147 -0.844 0.10
H 1.75310 -2.87073 -1.42949 6.528 2.293 0.629 0.03
H -3.08407 -3.66296 -2.78166 0.535 1.110 1.133 0.16
H -3.24790 0.91708 -1.19828 0.298 0.163 2.200 0.11
H 0.67099 -1.35378 -2.57263 -0.372 -0.327 -1.078 0.11
H -2.68804 -2.79699 -1.15064 -0.368 0.239 -0.454 0.14
H -1.71155 -1.63022 -3.23522 0.747 -2.689 1.230 0.15
H -3.28681 2.18196 2.48493 -0.797 -0.667 0.110 0.09
H -1.24973 -3.46978 0.51928 -2.732 3.443 1.981 0.04
H -3.14209 2.76818 -1.16241 -0.051 -2.444 0.571 0.13
H -0.82721 -5.09994 -2.02504 -3.202 1.049 0.179 0.18
H -0.76623 -3.11388 -3.79823 -1.712 0.054 3.016 0.17
H 0.92911 -4.03135 1.71372 -0.195 -0.424 0.371 0.12
H 0.85449 4.01389 -0.49683 -0.926 -0.672 0.530 0.13
H 3.22095 3.05562 -1.18298 -2.908 -1.425 2.038 0.16



22
Properties=species:S:1:pos:R:3:forces:R:3:lowdin_charge:R:1 method="wB97M-V/def2-TZVPD" fmax_ha_per_bohr=0.033 total_energy_ha=-329.46675 lumo_ev=0.9 orbital_gap_ev=10.404 homo_ev=-9.53 de_lowest_ev=1.1117 charge=0 smiles=CC(C)CCN.O
O 0.85850 -2.97398 0.63178 0.003 -0.013 0.205 -0.05
N -2.05763 -0.50010 -1.72406 0.934 -0.384 -0.612 -0.02
C 0.75498 0.83797 0.03540 1.218 -0.084 1.157 -0.41
C 0.56868 2.30082 0.44312 0.684 0.469 -0.930 -0.09
C -1.68134 0.46106 -0.68518 -0.735 -0.325 0.234 -0.28
C -0.51668 0.04653 0.25151 -1.401 0.580 -0.427 -0.19
C 1.94161 0.27555 0.88262 -0.285 -0.744 -1.122 -0.06
H -1.57214 1.45763 -1.11610 0.442 -0.169 -0.246 0.10
H 1.57388 -0.48123 1.56874 0.145 0.499 0.825 0.05
H -0.43715 -1.03104 0.14174 0.318 0.117 -0.083 0.07
H 1.53423 2.81366 0.46662 0.177 -0.242 0.107 0.07
H -2.26440 -1.41135 -1.32530 -0.371 0.201 0.353 0.06
H -1.23844 -0.73532 -2.29060 -0.184 0.441 -0.133 0.06
H 0.16558 2.40028 1.44832 -0.413 0.028 -0.099 0.09
H -0.93508 0.19312 1.25266 0.605 0.093 0.267 0.12
H 0.32106 -2.54853 -0.03899 0.051 -0.231 -0.278 0.00
H 2.57505 1.05956 1.27701 -0.227 0.031 0.676 0.07
H 2.61967 -0.31031 0.26621 0.018 -0.091 -0.367 0.07
H 0.79310 -2.34689 1.36120 0.128 -0.219 0.074 0.02
H 0.05938 2.88739 -0.32726 -0.669 -0.145 0.431 0.07
H -2.59078 0.57734 -0.09967 -0.068 -0.031 0.297 0.10
H 1.09923 0.75931 -0.99350 -0.371 0.220 -0.329 0.13